Here is a 5-piece molecular cluster, C28H63F2NO18S2 overall in a non-equilibrium geometry from OMol25. Energies are from ωB97M-V with the def2-TZVPD basis set.

Results
lowest unoccupied orbital energy	-1.4	eV
largest force on an atom	9.15	eV/A
electronic energy	-95494.8940	eV
gap between HOMO and LUMO	7.64	eV
structure (SMILES)	CC(=O)OCCN(S(=O)(=O)F)S(=O)(=O)F.COCCOCCOC.COCCOCCOC.COCCOCCOC.COCCOCCOC

Structure (XYZ):
```
114
Properties=species:S:1:pos:R:3:forces:R:3
C 2.364 0.467 -1.333 1.46 -0.78 -0.54
C 1.845 -0.074 -2.761 -3.65 2.72 -0.64
O 0.839 0.514 -3.245 3.97 -2.83 1.55
O 2.424 -1.161 -3.472 0.97 2.23 1.31
C 3.867 -0.958 -3.657 0.16 -0.60 -1.12
C 4.123 0.093 -4.879 0.85 -3.11 0.70
N 4.162 1.468 -4.296 1.21 1.56 -0.74
S 5.740 1.925 -3.752 7.28 -1.11 0.21
O 6.713 2.174 -4.888 -4.55 0.39 3.11
O 6.383 0.933 -2.838 -3.54 2.45 -1.65
F 5.516 3.324 -2.835 -0.39 -2.86 -2.30
S 3.462 2.693 -5.288 -8.02 4.08 -1.66
O 2.855 2.227 -6.566 3.46 0.11 3.02
O 2.373 3.344 -4.461 4.72 -1.86 -1.55
F 4.526 3.943 -5.674 -1.10 -2.89 1.04
H 3.062 1.372 -1.503 -1.22 -1.34 0.09
H 3.017 -0.330 -0.809 -1.24 1.23 -0.66
H 1.497 0.807 -0.682 1.06 -0.68 -1.15
H 4.253 -1.972 -4.052 -0.56 1.64 0.83
H 4.403 -0.663 -2.697 -0.72 -0.36 -1.30
H 3.282 -0.106 -5.618 0.98 1.07 1.00
H 5.118 -0.231 -5.371 -1.50 0.94 0.69
C -0.010 -2.775 0.119 0.23 0.25 0.05
O 0.355 -2.185 1.353 -0.18 -0.37 -0.02
C -0.727 -2.057 2.267 0.20 -0.16 0.01
C -0.331 -2.498 3.672 -0.15 -0.06 0.08
O -0.087 -3.898 3.829 0.19 0.30 -0.20
C 1.074 -4.432 3.192 0.00 -0.24 0.14
C 2.410 -3.943 3.749 -0.28 0.13 -0.52
O 2.645 -2.589 3.389 -0.17 0.10 0.46
C 3.209 -1.814 4.431 -0.01 -0.02 -0.32
H -0.482 -2.029 -0.528 -0.13 -0.14 -0.12
H 0.901 -3.137 -0.364 -0.02 0.12 0.05
H -0.676 -3.631 0.259 -0.10 0.03 0.00
H -1.598 -2.641 1.935 0.15 0.01 0.02
H -1.016 -1.002 2.285 -0.18 0.09 0.20
H -1.174 -2.276 4.334 -0.04 -0.14 -0.10
H 0.506 -1.915 4.051 0.15 0.04 -0.20
H 1.016 -4.303 2.111 0.17 0.23 0.01
H 1.022 -5.513 3.366 -0.02 0.12 0.14
H 3.217 -4.541 3.312 -0.02 -0.27 0.09
H 2.420 -4.081 4.834 -0.02 0.08 0.03
H 2.734 -2.031 5.394 0.08 -0.04 0.00
H 3.035 -0.761 4.200 0.06 -0.10 -0.07
H 4.286 -1.993 4.490 0.04 0.04 0.21
C 9.473 2.232 -5.587 0.42 0.03 -0.10
O 10.518 1.902 -6.484 -0.35 -0.01 -0.18
C 10.281 0.710 -7.223 0.08 0.33 -0.03
C 10.618 0.887 -8.699 -0.12 -0.12 -0.10
O 9.749 1.761 -9.426 0.27 0.04 0.29
C 9.814 3.152 -9.109 -0.14 0.11 -0.21
C 11.126 3.846 -9.470 -0.21 -0.16 0.54
O 12.171 3.440 -8.596 0.12 -0.32 -0.40
C 13.408 3.228 -9.251 -0.13 0.08 0.29
H 9.561 1.635 -4.674 -0.22 -0.01 0.05
H 9.572 3.289 -5.330 0.09 -0.10 0.01
H 8.491 2.089 -6.039 0.18 -0.09 -0.06
H 9.234 0.386 -7.126 0.09 0.12 -0.03
H 10.916 -0.071 -6.797 0.02 -0.25 -0.14
H 10.509 -0.091 -9.179 -0.15 0.06 0.03
H 11.659 1.171 -8.839 0.05 0.16 0.21
H 9.538 3.326 -8.070 0.28 0.02 0.08
H 9.022 3.617 -9.709 0.13 -0.11 -0.08
H 11.002 4.927 -9.348 -0.19 0.09 -0.19
H 11.370 3.637 -10.516 0.06 -0.07 0.00
H 13.274 2.695 -10.199 0.02 0.08 -0.02
H 14.030 2.607 -8.602 -0.06 0.12 0.03
H 13.911 4.184 -9.420 0.12 -0.05 -0.18
C -8.444 -2.199 -0.311 -0.08 0.20 0.30
O -7.819 -2.238 0.959 0.22 -0.15 -0.37
C -7.288 -3.514 1.296 0.12 0.27 -0.02
C -5.886 -3.402 1.884 0.09 -0.17 -0.03
O -4.867 -2.987 0.969 -0.29 0.17 0.16
C -4.922 -1.638 0.503 0.27 0.03 -0.11
C -4.671 -0.569 1.565 -0.55 -0.15 -0.27
O -5.774 -0.472 2.454 0.30 -0.31 0.27
C -5.399 -0.306 3.809 -0.27 0.07 -0.16
H -9.454 -2.614 -0.245 -0.01 -0.07 -0.20
H -8.510 -1.154 -0.622 -0.04 -0.06 0.12
H -7.863 -2.736 -1.065 -0.01 -0.09 0.00
H -7.262 -4.177 0.420 0.03 0.15 0.06
H -7.957 -3.960 2.037 0.09 -0.23 0.12
H -5.587 -4.403 2.211 0.01 0.01 -0.17
H -5.877 -2.783 2.779 -0.17 0.18 -0.05
H -5.847 -1.454 -0.044 -0.12 0.13 0.23
H -4.118 -1.560 -0.238 0.03 -0.07 0.16
H -4.563 0.403 1.074 0.24 -0.01 -0.17
H -3.741 -0.798 2.095 -0.02 -0.05 0.09
H -4.559 -0.957 4.077 0.04 0.08 -0.02
H -6.252 -0.584 4.432 0.01 0.13 -0.08
H -5.144 0.741 4.000 0.13 -0.02 0.18
C -7.456 1.792 9.640 0.05 -0.31 -0.20
O -8.350 1.076 8.809 -0.07 0.45 0.11
C -9.708 1.161 9.224 0.13 0.05 -0.25
C -10.640 1.431 8.048 -0.14 0.10 0.06
O -10.520 2.727 7.455 0.24 -0.32 0.04
C -9.317 3.004 6.736 -0.09 0.22 -0.15
C -9.117 2.191 5.458 0.29 -0.06 0.53
O -8.807 0.838 5.762 -0.48 -0.05 -0.05
C -9.451 -0.095 4.914 0.29 0.01 0.10
H -7.229 1.209 10.539 0.04 0.16 0.12
H -6.531 1.953 9.081 -0.07 -0.12 0.03
H -7.854 2.772 9.916 -0.06 0.00 0.08
H -9.842 1.947 9.981 0.06 -0.04 -0.14
H -9.970 0.204 9.682 -0.27 -0.04 0.06
H -11.666 1.381 8.426 0.07 0.15 0.05
H -10.563 0.651 7.293 0.25 -0.06 0.00
H -8.450 2.943 7.393 0.06 -0.27 -0.10
H -9.397 4.058 6.444 -0.14 -0.12 -0.03
H -8.267 2.603 4.905 -0.06 0.26 -0.09
H -10.012 2.271 4.834 -0.04 -0.08 0.01
H -10.496 0.181 4.732 0.05 0.02 -0.06
H -9.442 -1.067 5.413 0.10 0.08 -0.02
H -8.910 -0.176 3.966 -0.17 -0.07 -0.14
```
Positions in Å, forces in eV/Å.